1.
The following is a quantum chemistry calculation of a structure of composition C19H45I2NOP3Ru in a non-equilibrium geometry, from OMol25.

```
72
Properties=species:S:1:pos:R:3:forces:R:3
I -3.101351 -0.913368 -2.063145 0.4 0.2 -0.1
I -3.646381 -2.211643 2.796137 -0.5 -0.4 0.9
Ru -1.672664 -0.791676 0.300761 -2.3 -1.1 -1.5
P -1.521305 -3.142288 -0.336644 0.2 -0.8 0.6
C -3.098297 -4.057751 -0.291972 -0.1 0.1 0.2
C -0.933374 -3.546626 -2.030653 0.2 0.2 -0.1
H -0.167074 -4.331038 -2.000742 -0.2 0.2 0.0
H -0.254152 -5.066047 0.448783 -0.1 0.3 0.2
H -0.519890 -2.662631 -2.525866 0.0 -0.2 0.1
H 0.482902 -3.523843 0.998630 -0.3 -0.2 -0.1
H -3.746522 -3.696754 -1.100033 0.1 -0.2 0.2
H -1.777123 -3.902473 -2.633964 0.1 0.0 0.2
C -0.464567 -4.059037 0.840496 0.1 -0.1 -0.1
H -2.888557 -5.128990 -0.423443 -0.2 0.3 0.0
H -0.992882 -4.140785 1.803575 0.2 0.0 -0.3
H -3.588526 -3.878405 0.679413 0.2 -0.3 -0.6
P -3.327767 0.930857 0.558039 -0.4 0.4 1.1
C -5.054165 0.343703 0.673612 0.1 -0.1 0.2
C -3.089670 1.785851 2.148095 0.0 0.3 0.0
H -2.635874 2.101910 -1.484756 -0.1 0.1 0.2
H -3.331798 3.225683 -0.288965 0.0 -0.2 -0.1
H -4.385311 2.162749 -1.258255 0.1 0.0 0.2
C -3.424203 2.227553 -0.734414 0.2 0.1 -0.2
H -2.026996 1.984632 2.318399 -0.3 0.0 -0.1
H -3.636718 2.737262 2.142373 0.0 -0.2 0.2
H -5.692526 1.178432 0.990768 0.1 -0.2 -0.1
H -5.099646 -0.462468 1.425638 -0.2 0.5 -0.4
H -3.463292 1.141754 2.956565 0.1 0.2 -0.2
H -5.381314 -0.048667 -0.294594 -0.1 0.1 0.2
C -1.118927 -0.977569 2.064796 2.6 0.4 3.0
O -0.522315 -0.986477 3.074807 -2.2 -0.2 -2.7
C 4.076543 -0.299920 -0.367362 0.2 -0.2 -0.1
C 2.614253 -0.763797 -0.231250 0.3 0.3 -0.2
C 2.201202 -1.588802 -1.459739 0.2 -0.2 -0.2
C 2.451685 -1.633924 1.036643 0.0 -0.1 0.2
P 1.469418 0.705094 -0.140939 -1.4 -1.2 0.3
N -0.056946 0.018841 0.013985 2.4 1.3 -0.2
C 1.891097 1.778018 1.351609 0.1 0.3 0.0
C 2.916612 2.846958 0.909637 0.1 0.2 0.2
C 0.615701 2.434087 1.907233 -0.2 0.2 -0.1
C 2.510240 1.012481 2.539814 0.0 -0.2 0.1
C 1.188925 1.627260 -1.743109 0.6 0.3 0.0
C 0.266738 2.814530 -1.411531 -0.1 0.2 -0.1
C 2.524503 2.109610 -2.324452 0.1 0.3 -0.3
C 0.481584 0.775111 -2.811041 -0.4 -0.2 -0.2
H 4.699590 -1.204650 -0.458603 -0.1 0.3 0.0
H 4.428554 0.255718 0.512998 -0.1 -0.2 -0.3
H 4.239691 0.317631 -1.261786 0.0 -0.3 0.3
H 2.739402 -2.548123 -1.452440 -0.1 0.3 0.1
H 1.126242 -1.812538 -1.442051 0.3 0.1 -0.1
H 2.463759 -1.088836 -2.400053 -0.1 -0.2 0.3
H 3.225553 -1.409319 1.778807 -0.3 -0.1 -0.2
H 1.468799 -1.519525 1.514956 0.3 -0.1 -0.1
H 2.571560 -2.693355 0.764981 0.0 0.3 0.0
H 2.485622 3.606135 0.246353 0.2 -0.2 0.1
H 3.267495 3.369821 1.814107 -0.1 -0.2 -0.3
H 3.801825 2.399647 0.433605 -0.3 0.2 0.1
H 0.008001 1.689318 2.438531 0.2 0.2 -0.2
H 0.920027 3.203130 2.634135 -0.1 -0.2 -0.2
H 0.002613 2.922778 1.140471 0.2 -0.1 0.3
H 1.835842 0.245761 2.943047 0.2 0.2 -0.2
H 3.488410 0.573357 2.315294 -0.3 0.1 0.1
H 2.672658 1.747797 3.344548 -0.1 -0.2 -0.3
H 0.762926 3.597479 -0.823750 -0.2 -0.3 -0.2
H -0.052224 3.268941 -2.360542 0.1 -0.1 0.2
H -0.638537 2.474219 -0.887646 0.3 0.2 -0.1
H 3.121075 1.274372 -2.714721 -0.2 0.3 0.1
H 2.291266 2.778544 -3.166103 0.2 -0.2 0.2
H 3.125658 2.677134 -1.606953 -0.1 -0.2 -0.3
H 1.041670 -0.111859 -3.128584 -0.2 0.4 0.1
H -0.521886 0.454561 -2.489421 0.4 0.1 -0.1
H 0.353140 1.404464 -3.712120 0.1 -0.2 0.4
```
Forces are in eV/Å.

The calculation puts the LUMO energy (alpha / beta) at -5.973 / -9.752 eV. As for the expectation value of S²: 8.78. The HOMO-LUMO gap (alpha / beta) is 7.13 / 5.42 eV. The spin multiplicity is 6. Its total charge is +2.

---

2.
The following is a quantum chemistry calculation of a cluster of 10 separate species, C19H46Cl12O10 in total in a non-equilibrium geometry, from OMol25.

```
87
Properties=species:S:1:pos:R:3:forces:R:3
Cl -3.276090 5.080745 -2.296695 -0.1 0.1 0.8
C -3.245390 4.531185 -0.601665 -0.2 -0.2 0.4
Cl -3.802570 2.869545 -0.520025 -0.3 -0.6 -0.3
Cl -1.588380 4.519725 0.035155 -0.5 0.6 -0.1
Cl -4.405710 5.440445 0.463315 0.9 0.1 -0.7
Cl 2.743890 0.135405 -2.235615 0.5 0.6 -1.0
C 3.218730 0.987635 -3.799255 0.4 -0.3 -0.1
C 4.711690 1.269415 -3.862095 0.3 -0.1 0.5
Cl 5.262900 2.524835 -2.729975 0.0 0.1 0.3
H 2.555740 1.846285 -3.905415 0.3 0.0 0.2
H 3.057670 0.311955 -4.639265 -0.4 -0.3 0.3
H 5.121960 1.596875 -4.817375 -0.8 -0.1 -0.3
H 5.253620 0.355275 -3.619705 -0.1 0.0 0.2
Cl -2.484280 -4.761795 -0.258425 -0.1 0.6 -0.1
C -0.809490 -5.262495 -0.541305 1.0 -0.6 0.5
C -0.657440 -6.603455 0.196495 -0.5 0.2 -1.2
Cl 0.985380 -7.245355 -0.091245 -0.2 0.0 0.2
H -0.046940 -4.556125 -0.213195 -0.5 0.3 0.5
H -0.625130 -5.343545 -1.612535 -0.4 -0.4 0.0
H -1.395350 -7.241775 -0.289445 0.3 -0.5 0.1
H -0.901450 -6.594055 1.258785 0.4 0.4 -0.1
Cl -4.835470 -1.332385 3.339425 0.3 -0.4 1.5
C -5.112140 -1.220375 1.635555 -0.9 0.5 -0.7
C -5.279900 -2.587865 0.979565 0.9 1.1 0.2
Cl -5.532740 -2.226375 -0.751125 -0.1 -0.4 0.0
H -4.286000 -0.622765 1.250255 -0.1 -0.5 -0.4
H -6.029850 -0.642175 1.527895 0.0 0.0 -0.2
H -6.119640 -3.144625 1.395435 0.1 0.1 -0.2
H -4.322970 -3.092575 1.112455 -0.3 -0.4 -0.3
Cl -1.697320 0.978235 3.998625 0.8 -0.7 0.5
C -2.647380 2.027005 2.959315 -1.1 0.5 1.5
C -2.750470 3.458695 3.638225 0.0 -0.7 -2.0
Cl -1.137720 4.173525 3.779905 0.2 0.2 0.0
H -3.623790 1.543265 2.986015 -0.3 0.4 -0.1
H -2.268950 1.882875 1.947325 0.2 1.0 0.1
H -3.243030 3.574505 4.603665 0.2 -0.9 0.0
H -3.340560 4.071985 2.957215 0.2 0.2 -0.1
O -0.506350 -3.496645 2.183165 -0.6 0.4 0.7
C -0.865730 -2.515515 3.166745 0.4 1.6 -0.9
C -0.299330 -2.782065 4.506575 0.8 -2.5 0.2
O 1.034440 -3.373295 4.504805 -0.4 1.3 0.5
H -1.301780 -3.470585 1.646305 0.1 -0.5 -0.6
H -0.555730 -1.517225 2.857865 0.3 0.1 -0.5
H -1.947320 -2.421595 3.263865 -0.2 -0.2 0.0
H -0.997310 -3.526385 4.889885 0.1 -0.1 0.9
H -0.277000 -1.889925 5.132425 0.1 -0.2 -0.1
H 1.130740 -4.141455 3.937125 -0.7 0.1 -0.3
O 0.514260 -2.673725 -7.058175 -0.2 -0.5 -0.1
C 1.080220 -1.447585 -6.619335 0.1 -1.4 1.4
C 0.803210 -1.249495 -5.089905 -1.1 1.1 -2.0
O 1.604620 -1.914045 -4.189815 1.1 -1.0 0.0
H 1.187710 -3.201075 -7.494035 -0.1 0.0 0.1
H 2.155900 -1.525935 -6.777085 0.2 0.6 -0.1
H 0.599520 -0.673995 -7.218145 0.3 0.4 0.3
H -0.229420 -1.543795 -4.902415 -0.3 0.3 -0.3
H 0.911720 -0.170815 -4.976885 -0.3 0.4 0.3
H 1.194900 -1.797155 -3.329545 0.2 -0.1 0.1
O 4.230330 0.741995 2.291345 -0.2 0.4 1.4
C 2.819440 0.909015 2.095975 -0.5 -0.5 -1.8
C 2.002640 1.758225 3.067335 2.1 0.2 0.7
O 2.792110 2.987005 3.271325 -1.9 -0.6 -0.2
H 4.629300 0.727835 1.418295 0.0 0.1 0.1
H 2.799360 1.381525 1.113925 -0.8 0.2 -0.1
H 2.373780 -0.077555 1.968825 -0.2 -0.1 0.2
H 1.784570 1.249355 4.006265 0.7 -0.1 0.4
H 0.971110 1.912575 2.750745 0.3 0.7 -0.8
H 3.707300 2.707115 3.195895 0.3 -0.1 0.0
O 3.484970 4.806055 0.508175 1.3 0.1 0.2
C 2.930150 4.736115 -0.788975 -0.4 -0.3 0.4
C 2.345030 3.347565 -0.957555 2.3 0.4 -1.7
O 1.397230 3.152755 -0.025335 -3.0 -0.1 1.4
H 2.860910 4.972145 1.218505 -0.2 0.2 -0.2
H 2.151640 5.496845 -0.846695 -0.3 -0.1 -0.4
H 3.657940 4.952395 -1.571055 0.4 0.0 0.4
H 3.031570 2.513205 -0.813985 1.0 0.5 -0.4
H 2.023210 3.257325 -1.995055 -0.8 -0.1 0.1
H 1.748610 3.435085 0.822265 0.1 -0.2 0.4
O -2.076960 -1.005235 0.126365 -1.7 -0.4 1.1
C -0.841920 -0.941055 -0.446605 1.8 0.5 -0.6
C -0.077590 0.315345 -0.004525 -0.5 -0.2 -0.4
O -0.626280 1.521705 -0.497385 -0.8 -0.5 -1.4
H -2.466990 -0.136945 0.001635 -0.2 0.1 -0.1
H -0.222450 -1.809815 -0.223855 -0.2 -0.2 0.9
H -0.939160 -1.081005 -1.523195 0.1 0.8 -0.6
H 0.939020 0.155775 -0.363895 0.3 0.3 0.5
H -0.221380 0.511595 1.057975 0.8 -1.3 0.6
H 0.109780 2.133655 -0.570395 0.1 0.5 0.3
```
Forces are in eV/Å.

The calculation puts the LUMO energy at -0.036 eV. The HOMO-LUMO gap is 9.70 eV. The spin multiplicity is 1. As for the SMILES: ClC(Cl)(Cl)Cl.ClCCCl.ClCCCl.ClCCCl.ClCCCl.OCCO.OCCO.OCCO.OCCO.OCCO.

---

3.
The following is a quantum chemistry calculation of a structure of composition C19H46F6KN2O22S6V in a non-equilibrium geometry, from OMol25.

```
103
Properties=species:S:1:pos:R:3:forces:R:3
K 2.986618 -2.012758 -1.398567 -0.4 0.2 -0.2
O 2.306987 2.769080 -3.392389 0.1 -0.1 0.4
V 2.661437 2.239980 -1.946485 1.3 -2.3 1.2
O 4.232329 1.893690 -1.882180 -1.7 0.3 -0.4
C -0.396991 -0.408413 -0.850629 0.5 0.7 -0.3
C 0.786609 0.423500 -0.350042 -0.9 0.8 0.4
C 1.272966 -0.061236 1.010888 0.6 0.2 -0.3
O 1.787552 0.485633 -1.331956 1.2 1.1 -0.7
H -1.223635 -0.398610 -0.141649 0.1 -0.2 0.1
H -0.065402 -1.418609 -1.103247 -0.1 0.0 0.1
H -0.732003 0.099534 -1.756936 -0.2 -0.3 -0.2
H 0.398535 1.445783 -0.194587 -0.1 -0.1 0.1
H 1.470465 -1.137687 0.959401 0.0 0.0 0.3
H 0.563767 0.181378 1.803533 -0.3 -0.4 -0.1
H 2.163197 0.494688 1.307311 0.2 -0.2 -0.2
C 1.923209 6.054695 -1.163273 0.2 -0.4 0.3
F 1.138622 7.074877 -0.863916 0.0 0.1 -0.1
F 1.961006 5.875041 -2.475770 -0.1 0.0 0.0
F 3.155628 6.280752 -0.724926 -0.1 0.2 0.0
S 1.220688 4.501549 -0.354363 -0.5 0.7 -2.0
O 0.589329 4.885818 0.857799 0.8 -0.1 0.7
O 0.354720 3.950679 -1.356112 0.5 -0.7 -0.3
N 2.630675 3.543750 -0.321727 -2.1 1.5 0.2
S 3.101439 3.618649 1.226932 1.1 -1.7 2.2
O 3.413906 4.904439 1.753073 0.0 0.4 -0.8
O 2.248112 2.778770 2.026890 -0.1 -0.1 -0.2
C 4.707520 2.673988 1.257492 0.1 0.8 0.1
F 5.609816 3.218201 0.456366 -0.1 -0.3 -0.3
F 5.172440 2.760496 2.500385 -0.2 -0.1 0.0
F 4.498370 1.392408 0.982486 0.2 -0.2 -0.3
C 0.155437 -3.038407 3.037830 -0.1 0.8 0.1
O 0.100539 -3.252849 4.441500 -0.2 -0.2 -0.1
H -0.469080 -2.174689 2.782849 0.0 0.0 0.2
H 1.174149 -2.746958 2.771070 0.0 -0.4 -0.3
H -0.237954 -3.852309 2.430478 0.4 -0.3 0.1
H 0.033772 -4.194476 4.613127 0.0 0.0 0.0
O 1.135976 -3.275152 -6.106361 0.4 -0.6 -0.5
S 0.752180 -2.482976 -5.003508 -1.2 1.2 0.4
O 1.552917 -2.424663 -3.810001 0.3 0.0 0.2
O 0.592198 -1.020344 -5.586871 -0.1 -0.3 0.2
C 0.103775 0.045299 -4.716052 1.0 0.5 -0.5
C 0.405844 1.322076 -5.479568 -0.6 -0.2 -0.3
C -0.914300 -2.852461 -4.512295 0.1 -0.2 -0.2
H 0.672720 0.023585 -3.784659 -0.2 -0.1 0.1
H -0.969027 -0.071411 -4.557869 0.0 -0.1 0.1
H 1.453642 1.415906 -5.748576 0.1 0.0 0.4
H 0.077976 2.178387 -4.893940 0.1 0.1 0.0
H -0.141934 1.298483 -6.425356 -0.1 0.1 0.1
H -1.615196 -2.621824 -5.311424 0.2 0.1 -0.2
H -1.159326 -2.268474 -3.629216 0.0 -0.2 0.1
H -0.943331 -3.923163 -4.330274 0.0 0.1 0.3
O -1.681995 5.428152 4.735863 -0.3 0.1 -0.6
S -1.031483 4.169820 4.593759 0.7 -0.2 0.9
O -1.245214 3.176815 5.602428 0.0 -0.2 0.0
O -1.412829 3.542395 3.188539 -0.1 0.4 0.0
C -0.992824 2.188693 2.910313 -0.2 0.0 -0.1
C -2.038877 1.168930 3.313950 -0.1 -0.8 -0.5
C 0.697080 4.444350 4.395583 0.1 0.8 -1.3
H -0.032218 1.947701 3.365901 0.0 0.3 0.2
H -0.834545 2.216578 1.831141 0.0 -0.2 0.0
H -2.744215 0.965299 2.502666 -0.1 0.3 0.0
H -2.604609 1.412354 4.207270 0.2 0.3 0.1
H -1.540739 0.209430 3.488366 0.0 0.1 0.1
H 1.138808 4.982788 5.226682 -0.1 -0.6 0.5
H 0.825677 5.127425 3.549216 -0.4 0.0 0.0
H 1.192403 3.546048 4.047714 0.2 -0.2 0.7
O -3.436282 -1.648387 -2.162499 0.0 0.1 0.0
S -4.218557 -1.286294 -1.010615 -0.4 0.8 -1.2
O -4.287241 -2.224170 0.056048 0.0 0.2 0.6
O -3.706395 0.107069 -0.454887 0.3 -0.6 0.3
C -3.642766 1.251075 -1.345991 -0.6 0.6 0.2
C -2.627170 2.254788 -0.823128 0.2 -0.1 -0.5
C -5.873908 -0.815722 -1.546240 1.1 -0.9 0.0
H -4.643814 1.694710 -1.358244 0.0 -0.1 0.1
H -3.429173 0.959726 -2.375980 0.2 -0.3 0.2
H -1.675335 2.067095 -1.314308 0.2 0.2 0.2
H -2.472447 2.245237 0.253867 -0.3 -0.2 0.0
H -2.953494 3.261168 -1.084300 0.1 0.0 -0.1
H -6.408340 -1.761941 -1.511598 -0.4 0.2 0.2
H -5.802856 -0.493493 -2.580396 0.0 0.2 0.0
H -6.197081 -0.043122 -0.859833 -0.5 -0.1 0.0
O 0.961882 -3.786391 -0.049283 0.6 0.5 -0.2
S -0.043808 -4.489967 -0.781922 -1.0 -0.7 1.1
O 0.028592 -4.641857 -2.198808 0.2 0.2 -0.2
O -0.066851 -5.925811 -0.106728 0.0 0.4 -0.1
C -0.853348 -6.960243 -0.756886 0.8 -0.7 -0.2
C 0.097939 -8.102325 -1.084278 -0.1 -0.3 0.6
C -1.656454 -3.888857 -0.355857 -0.2 -1.0 -0.7
H -1.242281 -6.595316 -1.705073 -0.4 0.2 0.2
H -1.605805 -7.267726 -0.036101 -0.3 0.2 -0.2
H 0.343691 -8.702649 -0.206261 0.0 0.2 0.1
H 1.023004 -7.675135 -1.463325 0.0 -0.2 -0.3
H -0.363830 -8.809243 -1.773645 0.1 0.2 -0.3
H -1.776217 -2.891671 -0.759704 -0.1 0.1 0.2
H -1.942344 -4.050662 0.678894 0.6 0.6 0.3
H -2.318037 -4.583220 -0.882078 -0.1 0.3 -0.3
C 3.292595 0.019909 4.308184 -0.6 -0.1 0.2
N 2.759394 1.309124 4.843002 0.1 -0.3 0.0
O 3.548974 2.225715 4.885238 -0.2 0.2 0.1
O 1.612215 1.327239 5.241143 0.1 0.1 -0.1
H 2.459523 -0.638755 4.080118 -0.1 0.1 0.0
H 3.844260 -0.408326 5.140630 0.4 0.0 -0.2
H 3.878480 0.248004 3.426782 0.3 0.0 0.1
```
Forces are in eV/Å.

The calculation puts the LUMO energy at -0.600 eV. The HOMO-LUMO gap is 9.45 eV. The spin multiplicity is 1.